P:
Molecular formula: C6H16O
Method: DFT, the ωB97M-V functional and the def2-TZVPD basis

Last columns: bonded neighbours and bond lengths (Å).
Cartesian coordinates (Å):
1 C 0.398 -2.139 0.515  C2 1.573, H7 1.093, H8 1.101, H9 1.091
2 C 1.141 -0.946 1.223  C1 1.573, C3 1.581, H10 1.097, H11 1.078
3 C 1.459 0.157 0.135  C2 1.581, C4 1.532, H12 1.093, H13 1.096
4 C 0.150 0.589 -0.536  C3 1.532, C5 1.593, H14 1.111, H15 1.089
5 C -1.119 0.912 0.371  C4 1.593, C6 1.509, H16 1.106, H17 1.088
6 C -0.873 2.227 1.067  C5 1.509, H18 1.103, H19 1.106, H20 1.084
7 H 0.782 -2.415 -0.470  C1 1.093
8 H 0.822 -2.982 1.081  C1 1.101
9 H -0.688 -2.081 0.435  C1 1.091
10 H 0.403 -0.492 1.896  C2 1.097
11 H 1.950 -1.350 1.810  C2 1.078
12 H 1.988 0.948 0.673  C3 1.093
13 H 2.175 -0.347 -0.522  C3 1.096
14 H -0.272 -0.017 -1.367  C4 1.111
15 H 0.388 1.510 -1.066  C4 1.089
16 H -2.055 0.927 -0.217  C5 1.106
17 H -1.231 -0.032 0.902  C5 1.088
18 H -0.535 3.002 0.359  C6 1.103
19 H -0.073 2.054 1.811  C6 1.106
20 H -1.651 2.743 1.617  C6 1.084
21 O -1.121 -0.491 -3.567  H22 0.969, H23 0.956
22 H -0.542 -0.432 -2.791  O21 0.969
23 H -1.495 -1.346 -3.358  O21 0.956

Its LUMO energy is 0.87 eV. The SMILES is CCCCCC.O. Its HOMO energy is -10.6 eV.

natural (NBO) population analysis, charges in e, atoms 1 to 6:
1. C -0.639
2. C -0.393
3. C -0.409
4. C -0.385
5. C -0.411
6. C -0.620

***

Q:
Molecular formula: C6H16O
Method: DFT, the ωB97M-V functional and the def2-TZVPD basis

Last columns: bonded neighbours and bond lengths (Å).
Cartesian coordinates (Å):
1 C 0.040 -0.005 -2.670  C2 1.618, H7 1.029, H8 1.194, H9 1.056
2 C 0.689 -0.767 -1.399  C1 1.618, C3 1.520, H10 1.119, H11 1.026
3 C 0.918 0.132 -0.195  C2 1.520, C4 1.531, H12 1.155, H13 1.087
4 C -0.226 1.024 0.293  C3 1.531, C5 1.660, C6 1.633, H14 1.058
5 C 0.535 2.245 1.121  C4 1.660, H15 1.081, H16 1.128, H17 1.094
6 C -1.313 0.232 1.219  C4 1.633, H18 1.158, H19 1.132, H20 1.075
7 H 0.101 -0.613 -3.497  C1 1.029
8 H 0.644 0.939 -3.082  C1 1.194
9 H -0.949 0.333 -2.521  C1 1.056
10 H -0.100 -1.548 -1.250  C2 1.119
11 H 1.504 -1.334 -1.657  C2 1.026
12 H 1.124 -0.600 0.675  C3 1.155
13 H 1.801 0.757 -0.308  C3 1.087
14 H -0.717 1.633 -0.420  C4 1.058
15 H 0.310 3.227 0.727  C5 1.081
16 H 0.010 2.310 2.117  C5 1.128
17 H 1.591 2.157 1.391  C5 1.094
18 H -1.170 -0.916 1.166  C6 1.158
19 H -2.301 0.747 1.023  C6 1.132
20 H -1.031 0.424 2.239  C6 1.075
21 O -0.711 -3.723 1.488  H22 1.083, H23 1.047
22 H -0.139 -2.935 1.013  O21 1.083
23 H -0.606 -3.719 2.529  O21 1.047

Its LUMO energy is 0.73 eV. The SMILES is CCCC(C)C.O. Its HOMO energy is -10.8 eV.

natural (NBO) population analysis, charges in e, atoms 1 to 6:
1. C -0.603
2. C -0.392
3. C -0.396
4. C -0.203
5. C -0.621
6. C -0.628

***

The most stable of them is P.

***

P:
Molecular formula: C4H5NO3
Method: DFT, the ωB97M-V functional and the def2-TZVPD basis

Last columns: bonded neighbours and bond lengths (Å).
Cartesian coordinates (Å):
1 C 1.295 0.067 -1.339  C3 1.499, H11 1.092, H12 1.087, H13 1.087
2 C -1.355 -0.866 1.100  C4 1.544, O7 1.150
3 C 0.877 0.572 0.008  C1 1.499, O5 1.485, O8 1.199
4 C -1.955 0.358 0.375  C2 1.544, N6 1.232, H10 1.091
5 O 0.632 -0.571 0.925  C3 1.485, H9 0.971
6 N -1.246 0.675 -0.581  C4 1.232
7 O -1.615 -1.853 1.631  C2 1.150
8 O 1.075 1.636 0.524  C3 1.199
9 H 1.114 -0.364 1.742  O5 0.971
10 H -3.010 0.509 0.610  C4 1.091
11 H 2.370 -0.126 -1.318  C1 1.092
12 H 0.783 -0.857 -1.600  C1 1.087
13 H 1.035 0.821 -2.078  C1 1.087

Its LUMO energy (spin up / spin down) is 0.02 / 0.02 eV. Its HOMO energy (spin up / spin down) is -8.5 / -8.5 eV.

natural (NBO) population analysis, charges in e, atoms 1 to 6:
1. C -0.706
2. C 0.812
3. C 0.819
4. C -0.172
5. O -0.740
6. N -0.445

***

Q:
Molecular formula: C4H5NO3
Method: DFT, the ωB97M-V functional and the def2-TZVPD basis

Last columns: bonded neighbours and bond lengths (Å).
Cartesian coordinates (Å):
1 H 1.257 1.767 -2.134  N2 1.016
2 N 1.293 0.985 -1.487  H1 1.016, C3 1.214
3 C 0.469 0.879 -0.602  N2 1.214, C4 1.780, C7 1.475
4 C 0.398 -0.599 0.387  C3 1.780, C5 1.325, O6 1.353
5 C 0.129 -1.803 -0.096  C4 1.325, H10 1.078, H11 1.082
6 O 1.038 -0.293 1.539  C4 1.353, H12 0.967
7 C -0.943 0.910 -0.173  C3 1.475, O8 1.225, O9 1.363
8 O -1.851 0.593 -0.931  C7 1.225
9 O -1.117 1.611 0.983  C7 1.363, H13 0.969
10 H -0.449 -1.894 -1.001  C5 1.078
11 H 0.447 -2.703 0.412  C5 1.082
12 H 1.397 -1.095 1.941  O6 0.967
13 H -2.069 1.643 1.162  O9 0.969

Its LUMO energy is 0.39 eV. The SMILES is [H]/N=C(/C(=C)O)C(=O)O. Its HOMO energy is -9.3 eV.

natural (NBO) population analysis, charges in e, atoms 1 to 6:
1. H 0.375
2. N -0.552
3. C 0.274
4. C 0.237
5. C -0.489
6. O -0.680

***

R:
Molecular formula: C4H5NO3
Method: DFT, the ωB97M-V functional and the def2-TZVPD basis

Last columns: bonded neighbours and bond lengths (Å).
Cartesian coordinates (Å):
1 C -0.346 2.031 -0.264  O2 1.421, H9 1.202, H10 1.196, H11 1.068
2 O 0.761 1.152 -0.123  C1 1.421, C3 1.320
3 C 0.673 -0.151 0.072  O2 1.320, C4 1.463, C7 1.363
4 C 1.690 -1.160 0.369  C3 1.463, N5 1.339, H12 1.103
5 N 1.097 -2.310 0.716  C4 1.339, O6 1.467
6 O -0.305 -2.145 0.315  N5 1.467, C7 1.345
7 C -0.404 -0.924 -0.242  C3 1.363, O6 1.345, O8 1.336
8 O -1.686 -0.621 -0.464  C7 1.336, H13 1.048
9 H -1.303 1.578 0.307  C1 1.202
10 H -0.108 3.039 0.333  C1 1.196
11 H -0.483 1.918 -1.317  C1 1.068
12 H 2.750 -0.978 0.612  C4 1.103
13 H -2.336 -1.429 -0.314  O8 1.048

Its LUMO energy is 0.51 eV. The SMILES is COc1cnoc1O. Its HOMO energy is -8.2 eV.

natural (NBO) population analysis, charges in e, atoms 1 to 6:
1. C -0.264
2. O -0.510
3. C 0.122
4. C -0.049
5. N -0.124
6. O -0.343

***

S:
Molecular formula: C4H5NO3
Method: DFT, the ωB97M-V functional and the def2-TZVPD basis

Last columns: bonded neighbours and bond lengths (Å).
Cartesian coordinates (Å):
1 O -1.681 1.383 0.343  C2 1.198
2 C -1.768 0.210 0.116  O1 1.198, O3 1.455, C4 1.497
3 O -2.970 -0.432 -0.394  C2 1.455, H9 1.068
4 C -0.548 -0.659 0.144  C2 1.497, O5 1.147, N6 1.347
5 O -0.711 -1.744 0.478  C4 1.147
6 N 0.539 -0.050 -0.368  C4 1.347, C7 1.448, C8 1.408
7 C 1.534 0.900 0.084  N6 1.448, C8 1.551, H10 1.090, H11 1.269
8 C 1.816 -0.606 -0.159  N6 1.408, C7 1.551, H12 1.174, H13 1.186
9 H -3.784 0.246 -0.531  O3 1.068
10 H 1.977 1.519 -0.695  C7 1.090
11 H 1.621 1.354 1.266  C7 1.269
12 H 1.500 -1.194 0.807  C8 1.174
13 H 2.475 -0.928 -1.091  C8 1.186

Its LUMO energy is 0.60 eV. The SMILES is O=C(O)C(=O)N1CC1. Its HOMO energy is -10.1 eV.

natural (NBO) population analysis, charges in e, atoms 1 to 6:
1. O -0.545
2. C 0.717
3. O -0.716
4. C 0.576
5. O -0.504
6. N -0.451

***

The most stable of them is S.

***

P:
Molecular formula: C2H4OS2
Method: DFT, the ωB97M-V functional and the def2-TZVPD basis

Last columns: bonded neighbours and bond lengths (Å).
Cartesian coordinates (Å):
1 C -0.943 0.666 -0.159  C2 1.476, S4 1.556
2 C -2.120 -0.222 -0.098  C1 1.476, H6 1.164, H7 1.172, H8 1.052
3 O 3.674 0.262 0.126  S5 1.649, H9 0.996
4 S 0.603 0.766 -0.312  C1 1.556, S5 2.479
5 S 2.507 -0.822 -0.301  O3 1.649, S4 2.479
6 H -2.200 -0.695 -1.159  C2 1.164
7 H -3.009 0.475 0.211  C2 1.172
8 H -2.183 -0.991 0.616  C2 1.052
9 H 3.670 0.561 1.076  O3 0.996

Its LUMO energy is -0.34 eV. Its HOMO energy is -7.7 eV.

natural (NBO) population analysis, charges in e, atoms 1 to 6:
1. C -0.236
2. C -0.732
3. O -0.867
4. S 0.456
5. S 0.138
6. H 0.269

***

Q:
Molecular formula: C2H4OS2
Method: DFT, the ωB97M-V functional and the def2-TZVPD basis

Last columns: bonded neighbours and bond lengths (Å).
Cartesian coordinates (Å):
1 C -1.742 1.223 -1.750  S5 1.571, H6 1.073
2 C -0.431 -0.083 0.962  S5 1.960, H7 1.115, H8 1.059, H9 1.087
3 O -1.869 2.807 2.028  S4 1.502
4 S -2.874 2.184 1.102  O3 1.502, S5 2.427
5 S -1.761 0.566 -0.324  C1 1.571, C2 1.960, S4 2.427
6 H -0.925 1.296 -2.442  C1 1.073
7 H -0.065 0.605 1.760  C2 1.115
8 H 0.393 -0.587 0.528  C2 1.059
9 H -1.153 -0.791 1.362  C2 1.087

Its LUMO energy (spin up / spin down) is -1.42 / -1.49 eV. Its HOMO energy (spin up / spin down) is -8.4 / -7.7 eV.

natural (NBO) population analysis, charges in e, atoms 1 to 6:
1. C -0.499
2. C -0.770
3. O -0.784
4. S 0.654
5. S 0.506
6. H 0.190

***

The most stable of them is P.

***

P:
Molecular formula: C2H4OS2
Method: DFT, the ωB97M-V functional and the def2-TZVPD basis

Last columns: bonded neighbours and bond lengths (Å).
Cartesian coordinates (Å):
1 C -1.801 -0.419 0.206  C2 1.285, H6 1.087, H7 1.101
2 C -0.646 0.035 0.539  C1 1.285, S3 1.884
3 S 0.911 -0.183 -0.499  C2 1.884, O4 1.445, S5 2.122, H8 1.516
4 O 1.523 -1.402 -0.019  S3 1.445
5 S 1.919 1.608 0.029  S3 2.122, H9 1.355
6 H -2.616 -0.378 0.923  C1 1.087
7 H -2.271 -1.019 -0.589  C1 1.101
8 H 1.624 -0.071 -1.832  S3 1.516
9 H 1.356 1.828 1.241  S5 1.355

Its LUMO energy is -0.60 eV. The SMILES is C=C=[S@H](=O)S. Its HOMO energy is -9.2 eV.

natural (NBO) population analysis, charges in e, atoms 1 to 6:
1. C -0.551
2. C -0.263
3. S 1.248
4. O -0.915
5. S -0.192
6. H 0.242

***

Q:
Molecular formula: C2H4OS2
Method: DFT, the ωB97M-V functional and the def2-TZVPD basis

Last columns: bonded neighbours and bond lengths (Å).
Cartesian coordinates (Å):
1 C 0.099 -0.434 -0.120  C2 1.337, H6 1.102, H7 1.033
2 C -1.161 -0.005 -0.260  C1 1.337, H8 1.143, H9 1.104
3 O 1.054 -3.321 0.842  S5 1.998
4 S 3.203 -1.145 1.804  S5 1.861
5 S 1.485 -1.808 2.074  O3 1.998, S4 1.861
6 H 0.412 -0.596 0.923  C1 1.102
7 H 0.689 -0.573 -0.956  C1 1.033
8 H -1.509 0.256 -1.317  C2 1.143
9 H -1.742 0.145 0.666  C2 1.104

Its LUMO energy (spin up / spin down) is -3.09 / -3.09 eV. Its HOMO energy (spin up / spin down) is -9.9 / -9.9 eV.

natural (NBO) population analysis, charges in e, atoms 1 to 6:
1. C -0.338
2. C -0.387
3. O -0.678
4. S -0.027
5. S 0.679
6. H 0.132

***

R:
Molecular formula: C2H4OS2
Method: DFT, the ωB97M-V functional and the def2-TZVPD basis

Last columns: bonded neighbours and bond lengths (Å).
Cartesian coordinates (Å):
1 O -0.612 1.540 -0.047  C2 1.323, H6 0.934
2 C -0.988 0.280 0.099  O1 1.323, S3 1.574, C4 1.581
3 S -2.421 -0.237 -0.299  C2 1.574
4 C 0.259 -0.631 0.434  C2 1.581, S5 1.813, H7 1.112, H8 1.033
5 S 1.805 -0.007 -0.280  C4 1.813, H9 1.346
6 H 0.182 1.726 0.408  O1 0.934
7 H 0.041 -1.512 -0.208  C4 1.112
8 H 0.252 -0.847 1.444  C4 1.033
9 H 1.483 -0.313 -1.551  S5 1.346

Its LUMO energy is 0.42 eV. The SMILES is OC(=S)CS. Its HOMO energy is -8.9 eV.

natural (NBO) population analysis, charges in e, atoms 1 to 6:
1. O -0.648
2. C 0.179
3. S -0.002
4. C -0.621
5. S -0.032
6. H 0.487

***

S:
Molecular formula: C2H4OS2
Method: DFT, the ωB97M-V functional and the def2-TZVPD basis

Last columns: bonded neighbours and bond lengths (Å).
Cartesian coordinates (Å):
1 C 1.488 0.345 0.001  S4 1.651, S5 1.636
2 C -1.097 0.558 0.136  S5 1.827, H7 1.068, H8 1.145, H9 1.142
3 O 3.595 -0.975 -0.394  S4 1.632, H6 1.028
4 S 3.129 0.526 0.045  C1 1.651, O3 1.632
5 S 0.425 1.561 0.260  C1 1.636, C2 1.827
6 H 3.804 -1.092 -1.394  O3 1.028
7 H -1.999 1.087 -0.079  C2 1.068
8 H -1.166 -0.270 0.923  C2 1.145
9 H -0.763 0.008 -0.807  C2 1.142

Its LUMO energy is 0.29 eV. Its HOMO energy is -8.6 eV.

natural (NBO) population analysis, charges in e, atoms 1 to 6:
1. C -0.651
2. C -0.762
3. O -0.875
4. S 0.695
5. S 0.394
6. H 0.496

***

The most stable of them is R.

***

P:
Molecular formula: C4H13NO
Method: DFT, the ωB97M-V functional and the def2-TZVPD basis

Last columns: bonded neighbours and bond lengths (Å).
Cartesian coordinates (Å):
1 C -1.486 0.665 1.258  C2 1.520, H6 1.104, H7 1.112, H8 1.106
2 C -0.473 -0.246 0.583  C1 1.520, C3 1.565, C4 1.569, H9 1.106
3 C 0.893 0.269 1.149  C2 1.565, H10 1.112, H11 1.090, H12 1.092
4 C -0.625 -1.713 1.120  C2 1.569, N5 1.486, H13 1.096, H14 1.090
5 N 0.565 -2.570 0.884  C4 1.486, H15 1.020, H16 1.021
6 H -1.517 0.472 2.345  C1 1.104
7 H -2.567 0.463 1.091  C1 1.112
8 H -1.279 1.743 1.124  C1 1.106
9 H -0.363 -0.268 -0.517  C2 1.106
10 H 1.749 0.139 0.452  C3 1.112
11 H 0.879 1.357 1.214  C3 1.090
12 H 1.091 -0.201 2.115  C3 1.092
13 H -1.487 -2.104 0.569  C4 1.096
14 H -0.904 -1.508 2.153  C4 1.090
15 H 1.044 -1.873 0.314  N5 1.020
16 H 0.432 -3.268 0.150  N5 1.021
17 O 1.274 2.479 -5.238  H18 0.975, H19 0.963
18 H 0.824 3.083 -5.858  O17 0.975
19 H 1.948 3.082 -4.907  O17 0.963

Its LUMO energy is 0.89 eV. The SMILES is CC(C)CN.O. Its HOMO energy is -9.6 eV.

natural (NBO) population analysis, charges in e, atoms 1 to 6:
1. C -0.620
2. C -0.242
3. C -0.628
4. C -0.216
5. N -0.823
6. H 0.208

***

Q:
Molecular formula: C4H13NO
Method: DFT, the ωB97M-V functional and the def2-TZVPD basis

Last columns: bonded neighbours and bond lengths (Å).
Cartesian coordinates (Å):
1 C -0.892 -1.330 0.249  C2 1.528, H6 1.105, H7 1.107, H8 1.114
2 C -0.146 -0.200 0.956  C1 1.528, C3 1.521, C4 1.536, H9 1.122
3 C -0.981 1.071 0.981  C2 1.521, H10 1.101, H11 1.102, H12 1.025
4 C 1.235 0.069 0.340  C2 1.536, N5 1.484, H13 1.091, H14 1.076
5 N 2.090 -1.130 0.524  C4 1.484, H15 1.002, H16 1.059
6 H -1.135 -1.084 -0.801  C1 1.105
7 H -0.343 -2.287 0.348  C1 1.107
8 H -1.889 -1.509 0.714  C1 1.114
9 H 0.053 -0.503 2.017  C2 1.122
10 H -0.457 1.904 1.476  C3 1.101
11 H -1.954 0.889 1.462  C3 1.102
12 H -1.189 1.387 0.028  C3 1.025
13 H 1.088 0.308 -0.714  C4 1.091
14 H 1.660 0.920 0.844  C4 1.076
15 H 1.818 -1.827 -0.143  N5 1.002
16 H 3.068 -0.831 0.250  N5 1.059
17 O -0.813 1.654 -2.564  H18 0.972, H19 0.978
18 H -0.991 1.614 -3.518  O17 0.972
19 H -0.221 0.883 -2.448  O17 0.978

Its LUMO energy is 0.68 eV. The SMILES is CC(C)CN.O. Its HOMO energy is -9.5 eV.

natural (NBO) population analysis, charges in e, atoms 1 to 6:
1. C -0.619
2. C -0.224
3. C -0.605
4. C -0.205
5. N -0.831
6. H 0.197

***

The most stable of them is Q.